Density functional theory data (wB97M-V/def2-TZVPD) for a molecular structure, C28H31O4PS4Se2V.

HOMO energy (spin up / spin down): -0.2548 / -0.2891 Ha
Energy relative to the best compared isomer or geometry (same formula, charge and spin): 52.8 kcal per mole
HOMO-LUMO gap (spin up / spin down): 7.173 / 8.105 eV
2S+1: 4
E: -9067.55928 hartree
Charge: 0
Largest force on an atom: 3.67 eV/Å
Molar mass: 799.66 u

Structure (XYZ):
```
71
C28H31O4PS4Se2V, DFT wB97M-V/def2-TZVPD
Se -0.7338 1.4059 -0.5897
Se 2.2722 -0.4363 0.2925
V -0.1057 -0.9131 0.2762
S 2.7384 -1.0078 3.8037
S 0.0855 1.0642 3.1842
S -2.4570 -0.6255 1.5665
S -0.1576 -2.5822 3.0810
P 1.3484 0.9880 -1.0459
O 0.5124 -2.6008 -1.6222
O -4.5168 -0.4354 -4.6655
O -2.3366 -0.5019 -5.4116
O -0.8919 -2.5108 0.1085
C -0.6137 -2.3820 -1.1707
C 1.5592 -0.1361 -5.4863
C -2.6672 0.7277 2.7716
C 4.4745 3.5733 -1.2484
C -3.0487 -1.9164 -1.6410
C 2.1996 -0.5882 -3.2107
C 0.7851 1.3013 -3.7292
C 2.4108 0.5616 4.6638
C 0.9628 1.0196 4.7877
C -1.6052 0.8985 3.8526
C 0.8329 0.9741 -5.0727
C 4.0066 4.7024 -0.5886
C -3.7174 -0.9670 -3.6917
C -1.3891 -1.4966 -3.3594
C 1.8770 3.6373 -0.2567
C 2.3453 2.5126 -0.9194
C 2.2418 -0.9108 -4.5608
C 0.4828 -2.4032 4.7880
C -3.6648 -0.1517 -5.7705
C -2.8571 -2.1520 2.4693
C -4.0744 -1.4288 -2.4501
C 1.4689 0.5177 -2.8010
C -1.9131 -2.5782 3.5822
C 1.9958 -2.2809 4.8617
C 3.6478 2.4748 -1.4120
C -1.7292 -1.9364 -2.0704
C -2.4022 -1.0096 -4.1363
C 2.7119 4.7346 -0.0932
H -0.3641 -1.5440 -3.6997
H -2.1768 -3.5880 3.9014
H 0.9452 2.0282 5.2050
H 2.7969 -1.7809 -4.8872
H -1.6107 0.0534 4.5409
H 4.6561 5.5588 -0.4593
H -5.1015 -1.4063 -2.1123
H 2.3049 -2.1132 5.8948
H 0.4052 0.3660 5.4579
H 0.1689 -3.2882 5.3455
H 2.9793 1.2760 4.0656
H 0.0022 -1.5304 5.2290
H 0.2916 1.5696 -5.7959
H 2.4626 -3.1989 4.5029
H 5.4881 3.5463 -1.6278
H -3.6470 0.5972 3.2321
H 1.5805 -0.4037 -6.5352
H -1.8285 1.8041 4.4204
H -2.6980 1.6127 2.1347
H -2.0071 -1.9157 4.4416
H -3.7169 0.9150 -6.0064
H 0.8646 3.6448 0.1286
H 2.6988 -1.2069 -2.4765
H -3.8714 -2.0540 2.8573
H -2.8511 -2.8977 1.6740
H 2.3535 5.6141 0.4265
H 2.8566 0.5107 5.6582
H -3.9814 -0.7413 -6.6366
H 4.0048 1.5832 -1.9147
H -3.2914 -2.3035 -0.6642
H 0.2078 2.1506 -3.3861
```


Density functional theory data (wB97M-V/def2-TZVPD) for a molecular structure, C20H18Br2IrN3OSSeTe.

HOMO energy (spin up / spin down): -0.3118 / -0.4201 Ha
HOMO-LUMO gap (spin up / spin down): 5.214 / 6.205 eV
2S+1: 6
E: -9332.10091 hartree
Charge: +1
Largest force on an atom: 1.65 eV/Å
Molar mass: 907.04 u

Structure (XYZ):
```
48
C20H18Br2IrN3OSSeTe, DFT wB97M-V/def2-TZVPD
Ir 1.4080 0.0251 -2.1244
Te 4.2309 0.4262 -1.2292
Br -0.8473 -3.0585 3.9246
Br -1.9672 -3.8918 -1.5341
Se -0.3129 2.2345 -1.9729
S 2.0868 0.0896 -5.4654
O -0.0665 -1.4991 -1.7830
N 1.2074 -0.0880 0.0428
N -2.4336 0.7342 -0.7162
N -1.3046 1.9787 0.6742
C 1.8249 0.6786 0.9992
C -0.2207 -1.8488 -0.5576
C -1.0673 -2.9524 -0.1729
C -2.9559 0.4998 0.5493
C -2.9527 0.1781 -1.9463
C -1.4180 1.6062 -0.6143
C -2.2313 1.2966 1.4406
C 0.2611 -1.4375 1.8398
C 4.0857 2.4859 -1.8233
C -2.4753 1.2743 2.8056
C 0.9262 -0.6500 2.7894
C -3.9696 -0.3393 0.9940
C 1.9931 0.4283 -3.9695
C -3.4946 0.4498 3.2423
C -0.5800 -2.5431 2.1352
C 5.5450 -0.1559 -2.8195
C -1.2352 -3.2853 1.1367
C -4.2303 -0.3387 2.3513
C 1.7171 0.4271 2.3338
C 0.4334 -1.1197 0.4715
H -3.9664 0.5414 -2.1179
H 4.8713 3.0603 -1.3414
H -5.0126 -0.9698 2.7489
H 5.0382 -0.0964 -3.7784
H -3.7299 0.4156 4.2963
H -1.8825 1.8609 3.4924
H 3.1099 2.8723 -1.5385
H -0.6248 2.6441 1.0044
H 6.4225 0.4841 -2.8110
H 2.2444 1.0553 3.0373
H 5.8386 -1.1817 -2.6155
H -1.8597 -4.1239 1.4083
H -4.5263 -0.9655 0.3111
H -2.3197 0.4833 -2.7751
H 4.1935 2.5419 -2.9029
H -2.9673 -0.9089 -1.8985
H 2.3809 1.5345 0.6344
H 0.8337 -0.8525 3.8445
```


Density functional theory data (wB97M-V/def2-TZVPD) for 5 unconnected molecules or ions with the total composition C10H20O20S5.

HOMO energy: -0.4044 Ha
Energy relative to the best compared isomer or geometry (same formula, charge and spin): 107.3 kcal per mole
HOMO-LUMO gap: 10.766 eV
E: -3888.49424 hartree
Charge: 0
SMILES: O=S1(=O)OCCO1.O=S1(=O)OCCO1.O=S1(=O)OCCO1.O=S1(=O)OCCO1.O=S1(=O)OCCO1
Largest force on an atom: 4.93 eV/Å
Molar mass: 620.59 u

Structure (XYZ):
```
55
C10H20O20S5, DFT wB97M-V/def2-TZVPD
S 0.2815 -0.0102 0.7993
S -0.1814 1.1144 -5.3019
S -3.4087 -6.0004 -0.4272
S -1.7179 3.5249 0.7103
S 5.0438 1.3562 3.3412
O -0.3518 1.2883 -3.6667
O -2.6088 -5.1839 0.8338
O 5.9599 2.1625 4.1024
O -2.1093 4.8666 1.2250
O -2.8447 -4.9736 -1.5766
O -2.5193 3.2200 -0.7796
O 0.0471 0.4162 2.4304
O 5.7566 -0.0066 2.7603
O 4.7305 1.8663 1.8173
O -0.9333 -0.6047 0.1839
O 0.0041 -0.3052 -5.7010
O -2.5711 2.2808 1.4802
O 1.0778 1.0200 0.0643
O 1.2636 1.8998 -5.2870
O -2.8217 -7.3574 -0.5780
O 1.1720 -1.2821 1.3141
O 3.8243 0.9947 4.0399
O -0.2857 3.3020 0.6301
O -1.2502 2.0305 -5.8592
O -4.8602 -5.9419 -0.2667
C 5.2732 -0.3541 1.3907
C 4.3521 0.7706 1.0689
C 1.4223 2.8425 -4.1583
C -3.8949 2.1770 0.8298
C -3.8563 2.8011 -0.5420
C 0.8416 -1.7723 2.6752
C -2.0081 -3.8585 -1.0349
C -2.2707 -3.8890 0.4684
C -0.1140 -0.7627 3.2209
C 0.5610 2.2511 -3.0846
H -0.0129 2.9387 -2.4634
H 1.2250 1.6553 -2.4584
H 4.6405 -1.2310 1.5282
H -3.2468 -3.4958 0.7529
H 0.3817 -2.7238 2.4083
H -4.5685 3.5826 -0.8067
H 4.2421 1.0388 0.0181
H -0.9795 -4.1000 -1.3024
H 6.0909 -0.4874 0.6824
H 0.1803 -0.5581 4.2502
H -2.1848 -2.8464 -1.3991
H -4.0366 1.0969 0.8660
H -1.4247 -3.7157 1.1334
H 0.8932 3.7743 -4.3578
H 2.4926 3.0374 -4.0918
H -3.9464 1.9340 -1.1963
H -4.6022 2.6888 1.4824
H 1.6901 -1.9107 3.3453
H 3.3209 0.5116 1.3089
H -1.1582 -1.0723 3.1768
```


Density functional theory data (wB97M-V/def2-TZVPD) for 3 unconnected molecules or ions with the total composition C2H10NO3.

HOMO energy (spin up / spin down): -0.3863 / -0.3719 Ha
Energy relative to the best compared isomer or geometry (same formula, charge and spin): 0.0 kcal per mole
HOMO-LUMO gap (spin up / spin down): 11.263 / 7.102 eV
2S+1: 2
E: -362.57832 hartree
Charge: 0
Largest force on an atom: 1.33 eV/Å
Molar mass: 96.11 u

Structure (XYZ):
```
16
C2H10NO3, DFT wB97M-V/def2-TZVPD
O 0.4172 -0.4022 0.4198
O -2.1380 -0.1407 1.2550
O 2.1091 0.5229 2.3035
N 0.3193 -0.1466 -1.8892
C 0.5396 0.4873 -0.6258
C -1.0673 -0.5078 -2.1569
H 1.5421 0.9434 -0.6235
H -1.4692 -1.2183 -1.4271
H -1.2156 -0.2367 0.9671
H -1.6901 0.3879 -2.1573
H 0.9081 -0.9664 -1.9593
H -0.1912 1.3029 -0.5006
H -2.0097 0.1741 2.1784
H 1.8565 1.4570 2.4153
H 1.5175 0.2027 1.6004
H -1.1036 -0.9428 -3.1560
```